Density functional theory data (the ωB97M-V functional and the def2-TZVPD basis) for an isolated molecule of C2H5N5O3.

Element x y z (Å)
N1 -2.1869 1.6277 0.6945
C1 -1.7239 0.4313 0.0874
O1 -2.3875 -0.2091 -0.7165
N2 -0.4242 0.3260 0.2565
C2 0.2991 -0.6350 -0.2690
N3 -0.3500 -1.7591 -0.7650
N4 1.6502 -0.5528 -0.4585
O2 2.1306 0.8082 -0.3775
N5 3.0788 1.0420 0.4354
O3 3.5310 0.0893 1.0256
H1 -1.7306 1.9697 1.5279
H2 -3.2110 1.7970 0.8276
H3 0.1120 -2.4078 -1.4467
H4 -1.2289 -1.4533 -0.8982
H5 2.4413 -1.0741 0.0765

Summary:
* F_max: 0.124 Eh/bohr
* HOMO energy: -9.784 eV
* multiplicity: 1
* relative energy (zero: lowest compared OMol25 entry of this formula, charge and spin): 74.2 kJ/mol
* HOMO-LUMO gap: 9.70 eV
* E: -578.57227 hartree

***

Density functional theory data (the ωB97M-V functional and the def2-TZVPD basis) for the ion C2H5N7 with charge +2.

Element x y z (Å)
N1 0.8353 -3.4238 -0.3774
N2 0.4578 -2.4061 -0.1860
N3 0.1226 -1.1992 0.0700
N4 -1.1389 -0.7622 -0.3637
C1 -1.2378 0.5245 -0.1381
N5 -2.3455 1.1762 -0.5504
N6 0.0297 0.9995 0.3520
C2 0.8818 0.0055 0.3840
N7 2.2088 0.0347 0.4715
H1 -2.9275 0.5177 -0.9893
H2 -2.5926 2.1938 -0.6289
H3 0.2549 1.9352 0.6766
H4 2.8655 -0.6212 0.7017
H5 2.5860 1.0255 0.5779

Summary:
* total charge: +2
* F_max: 0.117 Eh/bohr
* HOMO energy: -18.345 eV
* multiplicity: 1
* relative energy (zero: lowest compared OMol25 entry of this formula, charge and spin): 0.0 kJ/mol
* HOMO-LUMO gap: 8.17 eV
* E: -461.70371 hartree

***

Density functional theory data (the ωB97M-V functional and the def2-TZVPD basis) for an isolated molecule of C2H5NO.

Element x y z (Å)
C1 1.1120 0.0632 0.1106
N1 -0.2393 0.2223 -0.7039
C2 -1.4055 -0.3368 -0.0828
O1 -1.4260 -0.8632 1.0038
H1 0.9730 -0.7834 0.7600
H2 1.9049 -0.0425 -0.6359
H3 1.4185 0.9324 0.7572
H4 -0.0270 1.1647 -0.4702
H5 -2.3106 -0.3567 -0.7388

Summary:
* F_max: 0.061 Eh/bohr
* HOMO energy: -10.104 eV
* multiplicity: 1
* relative energy (zero: lowest compared OMol25 entry of this formula, charge and spin): 198.9 kJ/mol
* HOMO-LUMO gap: 11.09 eV
* E: -209.14656 hartree

***

Density functional theory data (the ωB97M-V functional and the def2-TZVPD basis) for a cluster of 2 separate species, C2H5NO in total.

Element x y z (Å)
C1 1.0021 -0.5621 -0.3964
C2 -1.7929 0.2988 -0.2935
N1 1.4187 0.0181 0.6738
O1 1.2114 -1.4551 -1.1462
H1 -2.0551 -0.0905 0.6593
H2 -1.3079 1.2837 -0.4333
H3 -1.7139 -0.3055 -1.1694
H4 0.8463 0.7489 1.1292
H5 2.3914 0.0637 0.9765

Summary:
* F_max: 0.071 Eh/bohr
* HOMO energy (alpha / beta): -8.545 / -7.352 eV
* multiplicity: 1
* relative energy (zero: lowest compared OMol25 entry of this formula, charge and spin): 406.7 kJ/mol
* HOMO-LUMO gap (alpha / beta): 8.89 / 7.77 eV
* E: -209.06743 hartree